The following is a quantum chemistry calculation of a cluster of 4 separate species, C26H58F5N4S in total, from the OMol25 dataset.

Results
Energy above the lowest of the compared OMol25 structures with the same formula, charge and spin, eV: 0.000
2S+1: 1
Net charge: -1
HOMO, eV: -1.95
E_tot, eV: -58285.1543
Maximum force, eV/Å: 0.6

Last columns: bonded neighbours and bond lengths (Å).
CARTESIAN COORDINATES (ANGSTROEM)
1 F 4.87805 -0.39002 3.24120  C2 1.343
2 C 4.21373 0.61337 2.64528  F1 1.343, F3 1.349, F4 1.336, C5 1.552
3 F 5.14406 1.44956 2.14006  C2 1.349
4 F 3.55079 1.26945 3.60202  C2 1.336
5 C 3.25986 0.07627 1.54509  C2 1.552, F6 1.395, F7 1.361, C8 1.512
6 F 3.98826 -0.92740 0.90681  C5 1.395
7 F 2.25139 -0.54691 2.21392  C5 1.361
8 C 2.83438 1.08195 0.50000  C5 1.512, C9 1.535, H16 1.101, H17 1.097
9 C 2.22772 2.42039 0.94511  C8 1.535, C10 1.543, H18 1.099, H19 1.104
10 C 0.92236 2.30802 1.76087  C9 1.543, N11 1.425, H20 1.121, H21 1.116
11 N 0.08980 1.28398 1.22242  C10 1.425, C12 1.422
12 C -1.27950 1.66414 1.16439  N11 1.422, C13 1.556, H22 1.125, H23 1.118
13 C -2.15599 0.48339 0.65430  C12 1.556, C14 1.527, H24 1.101, H25 1.102
14 C -1.37691 -0.69204 0.06939  C13 1.527, S15 1.820, H26 1.095, H27 1.100
15 S -0.68309 -0.42320 -1.59134  C14 1.820, H28 1.338
16 H 3.76400 1.29240 -0.05088  C8 1.101
17 H 2.14504 0.57090 -0.18400  C8 1.097
18 H 1.98410 2.97321 0.02712  C9 1.099
19 H 2.98746 3.01865 1.47828  C9 1.104
20 H 1.21332 2.18020 2.83589  C10 1.121
21 H 0.43583 3.31068 1.70728  C10 1.116
22 H -1.48377 2.54484 0.49560  C12 1.125
23 H -1.68896 1.96157 2.16151  C12 1.118
24 H -2.74533 0.09600 1.49985  C13 1.101
25 H -2.87927 0.82651 -0.10242  C13 1.102
26 H -0.53143 -0.95416 0.71418  C14 1.095
27 H -2.05240 -1.55488 -0.02537  C14 1.100
28 H -1.42939 0.60745 -2.00502  S15 1.338
29 C 2.78590 9.30344 4.33319  C30 1.522, H36 1.091, H37 1.091, H38 1.091
30 C 2.72223 7.78306 4.35532  C29 1.522, N31 1.450, H39 1.093, H40 1.103
31 N 2.98583 7.17993 3.06366  C30 1.450, C32 1.457, C34 1.451
32 C 2.64972 5.76288 3.00755  N31 1.457, C33 1.531, H41 1.093, H42 1.093
33 C 3.45857 4.79596 3.87655  C32 1.531, H43 1.090, H44 1.091, H45 1.092
34 C 4.23677 7.56141 2.43479  N31 1.451, C35 1.536, H46 1.094, H47 1.093
35 C 5.53956 7.30249 3.20638  C34 1.536, H48 1.091, H49 1.093, H50 1.089
36 H 2.11278 9.70661 3.57503  C29 1.091
37 H 2.48612 9.69869 5.30530  C29 1.091
38 H 3.79240 9.67102 4.12875  C29 1.091
39 H 1.71214 7.48128 4.64492  C30 1.093
40 H 3.39145 7.41389 5.15039  C30 1.103
41 H 2.71802 5.43534 1.96746  C32 1.093
42 H 1.59261 5.66917 3.27065  C32 1.093
43 H 4.45400 4.61523 3.47039  C33 1.090
44 H 2.94780 3.83239 3.90844  C33 1.091
45 H 3.56374 5.15190 4.90324  C33 1.092
46 H 4.18678 8.62788 2.19833  C34 1.094
47 H 4.28193 7.05210 1.46911  C34 1.093
48 H 5.45410 7.59710 4.25378  C35 1.091
49 H 6.35134 7.88678 2.76666  C35 1.093
50 H 5.83544 6.25536 3.17600  C35 1.089
51 C -0.92838 -3.36364 -6.07608  C52 1.521, H58 1.091, H59 1.091, H60 1.092
52 C -0.02748 -3.23174 -4.85727  C51 1.521, N53 1.453, H61 1.093, H62 1.103
53 N -0.08813 -4.38447 -3.97559  C52 1.453, C54 1.454, C56 1.449
54 C 0.52091 -4.13959 -2.67850  N53 1.454, C55 1.533, H63 1.095, H64 1.092
55 C 2.03557 -3.91205 -2.61541  C54 1.533, H65 1.091, H66 1.091, H67 1.091
56 C 0.19223 -5.66844 -4.58643  N53 1.449, C57 1.536, H68 1.093, H69 1.094
57 C 1.54919 -5.85353 -5.28278  C56 1.536, H70 1.091, H71 1.093, H72 1.089
58 H -1.95775 -3.56299 -5.77370  C51 1.091
59 H -0.91228 -2.43286 -6.64510  C51 1.091
60 H -0.60614 -4.16184 -6.74727  C51 1.092
61 H -0.35485 -2.37007 -4.27025  C52 1.093
62 H 0.99644 -3.00280 -5.19609  C52 1.103
63 H 0.26340 -4.97520 -2.01945  C54 1.095
64 H 0.01926 -3.26624 -2.25612  C54 1.092
65 H 2.59859 -4.83792 -2.74049  C55 1.091
66 H 2.29946 -3.49768 -1.64089  C55 1.091
67 H 2.37183 -3.19915 -3.36903  C55 1.091
68 H -0.59553 -5.87627 -5.31574  C56 1.093
69 H 0.07755 -6.43045 -3.81049  C56 1.094
70 H 1.80376 -4.99192 -5.90189  C57 1.091
71 H 1.51413 -6.72870 -5.93616  C57 1.093
72 H 2.36030 -6.00664 -4.57232  C57 1.089
73 C -3.30877 -4.61116 -1.60347  C74 1.520, H80 1.091, H81 1.091, H82 1.091
74 C -4.09028 -4.03252 -0.43466  C73 1.520, N75 1.453, H83 1.093, H84 1.103
75 N -5.23521 -3.23765 -0.84515  C74 1.453, C76 1.451, C78 1.450
76 C -5.79234 -2.42852 0.22251  N75 1.451, C77 1.534, H85 1.094, H86 1.094
77 C -6.43463 -3.14824 1.41589  C76 1.534, H87 1.090, H88 1.092, H89 1.091
78 C -6.18710 -3.90239 -1.71345  N75 1.450, C79 1.536, H90 1.092, H91 1.094
79 C -6.84804 -5.19170 -1.20258  C78 1.536, H92 1.091, H93 1.092, H94 1.090
80 H -2.98880 -3.82008 -2.28274  C73 1.091
81 H -2.41454 -5.11212 -1.23004  C73 1.091
82 H -3.88181 -5.34679 -2.17062  C73 1.091
83 H -3.42702 -3.36655 0.12340  C74 1.093
84 H -4.36130 -4.84868 0.25634  C74 1.103
85 H -6.52566 -1.74847 -0.22085  C76 1.094
86 H -4.98383 -1.79336 0.59597  C76 1.094
87 H -7.40743 -3.57270 1.16657  C77 1.090
88 H -6.58780 -2.43769 2.23073  C77 1.092
89 H -5.79918 -3.94907 1.79589  C77 1.091
90 H -5.68217 -4.12784 -2.65564  C78 1.092
91 H -6.96269 -3.17432 -1.96676  C78 1.094
92 H -6.12179 -5.85659 -0.73270  C79 1.091
93 H -7.29552 -5.73403 -2.03862  C79 1.092
94 H -7.63952 -4.99355 -0.48040  C79 1.090

Here are the Löwdin charges for atoms 1 to 2, given in e: 0.15, -0.54